# 1
158
Properties=species:S:1:pos:R:3:mulliken_charge:R:1 method="wB97M-V/def2-TZVPD" energy_ha=-4548.14595 total_charge=+1 fmax_ev_per_a=4.55 e_lumo_ha="-0.20724 / -0.33786" gap_ev="5.71 / 2.16" s2=0.780 multiplicity=2
C -22.07 14.42 3.34 -0.6338
C -21.08 14.58 4.24 -0.5028
C -20.03 15.49 4.05 -0.4007
C -20.04 16.24 2.85 0.0107
C -21.02 16.00 1.93 -0.3213
C -22.03 15.14 2.16 -0.4940
N -18.92 17.21 2.62 1.0079
O -18.26 17.58 3.62 -0.5739
O -18.77 17.63 1.46 -0.4931
H -22.77 13.60 3.42 0.3956
H -20.98 13.96 5.12 0.4151
H -19.24 15.56 4.80 0.5764
H -21.15 16.62 1.06 0.5116
H -22.85 15.05 1.46 0.5468
C -18.91 19.35 -1.66 -0.8361
C -19.02 18.00 -1.77 -0.2932
C -20.05 17.40 -2.61 0.2038
C -20.97 18.18 -3.28 -0.0982
C -20.81 19.57 -3.23 -0.6274
C -19.86 20.12 -2.34 -0.5677
N -22.06 17.57 -4.02 0.9809
O -23.00 18.31 -4.40 -0.5779
O -22.11 16.37 -4.02 -0.4613
H -18.05 19.66 -1.08 0.4639
H -18.30 17.36 -1.28 0.6015
H -20.07 16.33 -2.79 0.3414
H -21.41 20.36 -3.64 0.4466
H -19.81 21.18 -2.13 0.3994
C -12.27 9.79 -9.58 -0.3101
C -13.37 9.86 -8.69 -0.5995
C -13.59 11.07 -8.02 -0.0170
C -12.65 12.11 -8.13 -0.2101
C -11.66 12.00 -9.12 -0.1840
C -11.43 10.87 -9.89 -0.7904
N -12.85 13.37 -7.38 1.0146
O -12.10 14.29 -7.71 -0.6149
O -13.66 13.37 -6.53 -0.3075
H -12.20 8.85 -10.11 0.3825
H -14.15 9.13 -8.54 0.4246
H -14.46 11.15 -7.39 0.3558
H -11.08 12.89 -9.30 0.4652
H -10.78 10.53 -10.68 0.3911
C -17.23 14.16 1.85 -0.3481
C -17.73 13.26 2.83 -0.4003
C -16.80 12.91 3.78 -0.4654
C -15.41 13.32 3.65 -0.0048
C -14.97 14.07 2.51 -0.3103
C -15.93 14.56 1.67 -0.7610
N -14.39 12.92 4.57 0.9689
O -13.26 13.46 4.55 -0.5206
O -14.60 12.08 5.34 -0.5102
H -17.96 14.45 1.11 0.8925
H -18.74 12.88 2.78 0.6854
H -16.99 12.16 4.53 0.5603
H -13.91 14.25 2.41 0.5478
H -15.56 15.09 0.80 0.5768
C -10.13 11.68 -4.66 -0.6389
C -11.17 12.27 -3.87 -0.3674
C -12.42 11.61 -3.74 -0.2731
C -12.61 10.33 -4.31 0.4292
C -11.55 9.79 -5.03 -0.3253
C -10.39 10.46 -5.23 -0.6656
N -13.91 9.62 -4.14 0.9046
O -13.95 8.48 -3.69 -0.5765
O -14.94 10.20 -4.41 -0.4848
H -9.20 12.24 -4.70 0.4804
H -11.02 13.22 -3.38 0.3961
H -13.18 12.09 -3.15 0.3048
H -11.81 8.85 -5.50 0.4194
H -9.56 10.00 -5.74 0.3929
C -15.07 18.52 -4.70 -0.6223
C -14.14 18.88 -3.69 -0.3832
C -12.90 18.25 -3.58 -0.7317
C -12.60 17.16 -4.32 -0.1604
C -13.45 16.81 -5.41 -0.2509
C -14.66 17.52 -5.58 0.0210
N -11.53 16.29 -3.95 1.0417
O -11.29 15.42 -4.71 -0.5362
O -11.09 16.33 -2.81 -0.6337
H -16.09 18.85 -4.66 0.5558
H -14.37 19.65 -2.96 0.4159
H -12.28 18.54 -2.74 0.4208
H -13.29 15.97 -6.06 0.6562
H -15.39 16.95 -6.13 0.1714
C -19.18 13.21 -6.91 -0.6964
C -20.31 13.95 -7.23 -0.5195
C -20.18 15.31 -7.42 -0.2972
C -18.97 15.95 -7.37 -0.4130
C -17.82 15.16 -7.00 0.1501
C -17.97 13.84 -6.72 -0.3250
N -18.82 17.39 -7.56 0.8907
O -17.66 17.89 -7.38 -0.5475
O -19.81 18.17 -7.65 -0.5383
H -19.57 12.24 -6.66 0.3594
H -21.28 13.50 -7.09 0.4347
H -21.13 15.81 -7.54 0.4663
H -16.88 15.62 -6.73 0.3652
H -17.23 13.09 -6.47 0.6140
C -24.67 12.16 -1.36 -0.3941
C -24.60 10.79 -1.53 -0.3905
C -25.60 10.10 -2.11 -0.7138
C -26.65 10.81 -2.72 0.4237
C -26.82 12.19 -2.48 -0.6373
C -25.75 12.84 -1.86 -0.3152
N -27.64 10.21 -3.66 1.0121
O -27.16 9.29 -4.37 -0.5465
O -28.78 10.64 -3.68 -0.5881
H -23.92 12.79 -0.90 0.4371
H -23.80 10.27 -1.03 0.4239
H -25.53 9.02 -2.19 0.4197
H -27.63 12.71 -2.97 0.4739
H -25.64 13.91 -1.89 0.3988
C -25.88 13.17 -6.06 -0.6106
C -24.67 13.62 -5.44 -0.7600
C -23.60 12.78 -5.33 -0.3125
C -23.74 11.39 -5.52 0.2128
C -24.95 10.90 -6.03 -0.5659
C -25.97 11.81 -6.35 -0.3583
N -22.69 10.40 -5.21 1.0303
O -21.48 10.73 -5.22 -0.5689
O -23.05 9.25 -4.88 -0.5636
H -26.75 13.79 -6.22 0.4753
H -24.50 14.67 -5.29 0.5507
H -22.68 13.02 -4.83 0.6650
H -25.08 9.86 -6.31 0.4002
H -26.91 11.41 -6.71 0.4050
C -15.54 5.48 -0.61 -0.6557
O -16.20 6.15 0.46 -0.3551
C -17.21 7.09 0.00 -0.2386
C -17.54 8.01 1.08 -0.4384
O -18.63 8.80 0.75 -0.3756
C -18.41 9.75 -0.31 -0.4352
H -14.72 4.87 -0.23 0.2947
H -14.89 6.07 -1.26 0.2059
H -16.23 4.79 -1.09 0.2989
H -18.07 6.47 -0.26 0.2815
H -16.92 7.73 -0.82 0.2220
H -16.61 8.52 1.33 0.2591
H -17.76 7.70 2.10 0.3670
H -17.59 9.68 -1.02 0.3522
H -18.18 10.67 0.24 -0.0029
H -19.40 9.82 -0.76 0.2179
C -15.20 14.37 -3.73 -0.2441
O -16.45 13.64 -3.63 -0.1443
C -17.18 14.07 -2.49 -0.3167
C -18.56 13.26 -2.45 -0.3791
O -19.45 14.06 -1.57 0.5285
C -20.74 13.58 -1.50 -1.0810
H -14.69 13.82 -4.53 -0.2249
H -14.64 14.36 -2.80 0.3626
H -15.49 15.38 -4.01 0.3000
H -17.42 15.12 -2.64 0.2453
H -16.68 13.88 -1.55 0.1503
H -18.42 12.29 -1.97 -0.0854
H -18.86 13.08 -3.48 0.2637
H -20.61 12.72 -0.83 0.4054
H -21.14 13.40 -2.49 0.2713
H -21.42 14.15 -0.87 0.1125

# 2
147
Properties=species:S:1:pos:R:3:mulliken_charge:R:1 method="wB97M-V/def2-TZVPD" energy_ha=-8321.73527 total_charge=+1 fmax_ev_per_a=6.84 e_lumo_ha=-0.12604 gap_ev=6.28
C 0.17 4.02 1.98 -0.8526
C 0.16 2.37 1.94 -0.5025
C 0.68 1.82 0.50 -0.7219
N -0.20 2.60 -0.45 0.1802
C -0.11 2.20 -1.87 0.2031
C -1.53 1.69 -2.56 -0.2553
C -2.64 2.95 -2.64 -0.5913
C -4.10 2.19 -2.91 -0.3930
C -4.67 1.73 -1.45 -0.0445
N -4.77 0.23 -1.24 0.2460
C -4.66 -0.25 0.20 -0.0777
C -4.84 -1.88 0.33 -0.4400
C -5.04 -2.28 -1.26 -0.6508
C -4.97 -0.92 -2.20 -0.2324
C 1.15 1.20 -2.06 -1.7034
I 2.90 2.48 -2.28 0.2622
N 1.24 0.00 -1.10 0.7157
C 2.61 -0.58 -1.28 -0.3056
C 2.99 -1.06 -2.84 -0.4871
C 2.11 -2.35 -3.35 -0.2648
F 2.28 -3.58 -2.55 -0.2991
C 0.64 0.16 0.25 0.7467
O -0.85 -0.07 0.20 0.3054
N -1.19 -1.34 0.02 -0.0587
O -1.85 -1.55 -0.98 -0.2610
C 1.16 -0.50 1.59 -0.7664
Br -0.27 -0.69 3.07 0.0125
C 1.88 -1.93 1.74 0.0123
C 1.23 -3.22 0.98 -0.7032
Br 3.93 -1.88 1.68 -0.1207
H 0.31 4.32 3.13 0.3471
H 1.03 4.51 1.36 0.2426
H -0.90 4.41 1.68 0.1338
H -0.95 2.02 2.10 0.0369
H 0.85 2.02 2.85 0.3885
H 1.82 2.09 0.49 0.0104
H -1.17 2.57 -0.08 0.1470
H 0.16 3.19 -2.49 0.5875
H -2.07 0.85 -1.95 -0.1687
H -1.30 1.39 -3.67 0.3674
H -2.67 3.56 -1.61 0.1994
H -2.39 3.68 -3.51 0.2383
H -3.85 1.25 -3.57 0.0700
H -4.84 2.89 -3.51 0.3188
H -4.05 2.21 -0.55 -0.1680
H -5.77 2.17 -1.36 0.3932
H -4.52 0.40 1.18 0.1145
H -4.85 -2.58 1.28 0.3418
H -5.22 -3.37 -1.65 0.2926
H -5.06 -0.78 -3.36 0.2831
H 0.97 0.76 -3.16 0.6085
H 0.64 -0.72 -1.63 0.7297
H 3.48 -0.07 -0.72 0.3127
H 2.55 -1.69 -0.85 0.0524
H 4.12 -1.42 -2.80 0.2941
H 2.91 -0.23 -3.64 0.3408
H 0.95 -2.11 -3.49 0.1866
H 2.49 -2.61 -4.45 0.3533
H 1.93 0.27 2.10 0.2165
H 1.80 -2.26 2.89 0.1672
H 1.90 -4.19 1.07 0.3514
H 0.20 -3.48 1.52 0.2370
H 0.96 -3.05 -0.16 0.0855
C -5.71 2.29 -7.97 -0.3858
C -6.42 3.37 -8.50 -0.4156
C -6.09 4.67 -8.13 -0.3302
C -5.04 4.90 -7.23 -0.5018
C -4.33 3.82 -6.71 -0.1465
C -4.66 2.52 -7.07 -0.3545
H -5.97 1.27 -8.25 0.3589
H -7.23 3.19 -9.20 0.3582
H -6.64 5.51 -8.53 0.3604
H -4.78 5.91 -6.95 0.3592
H -3.51 3.99 -6.02 0.3559
H -4.11 1.68 -6.66 0.3501
C 8.78 -4.43 0.64 -0.3899
C 7.58 -3.93 1.13 -0.3487
C 6.36 -4.46 0.69 -0.0018
C 6.35 -5.51 -0.23 -0.6162
C 7.56 -6.02 -0.72 -0.3335
C 8.77 -5.48 -0.29 -0.4576
H 9.72 -4.01 0.97 0.3783
H 7.58 -3.11 1.85 0.3726
H 5.43 -4.06 1.07 0.2317
H 5.41 -5.93 -0.57 0.3657
H 7.55 -6.83 -1.43 0.3717
H 9.71 -5.87 -0.67 0.3749
C 8.25 -1.32 -5.18 -0.3801
C 8.11 -0.95 -6.51 -0.4063
C 7.13 -0.03 -6.89 -0.3465
C 6.29 0.53 -5.92 -0.4871
C 6.43 0.16 -4.58 -0.1719
C 7.41 -0.77 -4.21 -0.5171
H 9.01 -2.04 -4.89 0.3665
H 8.76 -1.38 -7.27 0.3586
H 7.01 0.25 -7.93 0.3624
H 5.53 1.25 -6.21 0.3514
H 5.78 0.59 -3.83 0.4483
H 7.51 -1.06 -3.17 0.4233
C 0.91 -4.30 5.25 -0.1682
C 1.14 -2.99 5.66 0.2750
C 1.49 -2.73 6.99 -0.7477
C 1.63 -3.78 7.89 -0.3408
C 1.40 -5.09 7.48 -0.3971
C 1.04 -5.35 6.16 -0.5160
H 0.63 -4.51 4.22 0.3277
H 1.04 -2.17 4.96 0.0755
H 1.66 -1.71 7.31 0.3682
H 1.91 -3.58 8.92 0.3607
H 1.51 -5.91 8.18 0.3598
H 0.86 -6.38 5.83 0.3732
C -6.05 -1.59 4.73 -0.4832
C -6.55 -2.45 5.71 -0.4160
C -7.63 -3.29 5.43 -0.4173
C -8.21 -3.27 4.16 -0.3487
C -7.72 -2.41 3.18 -0.5094
C -6.64 -1.57 3.47 -0.1828
H -5.21 -0.94 4.95 0.3512
H -6.09 -2.48 6.70 0.3640
H -8.02 -3.95 6.19 0.3613
H -9.05 -3.92 3.94 0.3631
H -8.17 -2.39 2.19 0.3927
H -6.26 -0.89 2.70 0.5398
C -4.70 4.64 2.11 -0.4940
C -4.41 3.31 2.41 0.1511
C -5.36 2.51 3.05 -0.3990
C -6.61 3.04 3.37 -0.5910
C -6.90 4.37 3.07 -0.4422
C -5.94 5.17 2.45 -0.4933
H -3.96 5.26 1.62 0.3564
H -3.44 2.89 2.15 0.3221
H -5.13 1.47 3.28 0.4346
H -7.35 2.41 3.86 0.4161
H -7.87 4.78 3.33 0.3760
H -6.17 6.21 2.22 0.3796
C 4.79 2.68 1.62 -0.2495
C 5.02 3.99 2.04 -0.4346
C 5.37 4.26 3.36 -0.4543
C 5.51 3.21 4.27 -0.3562
C 5.28 1.89 3.85 -0.6314
C 4.92 1.63 2.53 0.0396
H 4.51 2.48 0.59 0.2199
H 4.92 4.81 1.33 0.4004
H 5.54 5.28 3.68 0.3886
H 5.79 3.41 5.30 0.3820
H 5.39 1.07 4.56 0.4163
H 4.74 0.61 2.21 0.2572

# 3
181
Properties=species:S:1:pos:R:3:mulliken_charge:R:1 method="wB97M-V/def2-TZVPD" energy_ha=-5786.41681 total_charge=+8 fmax_ev_per_a=4.31 e_lumo_ha=-0.49884 gap_ev=6.90
C -11.82 -3.65 4.97 -0.8015
N -10.48 -2.96 5.17 0.0522
C -10.39 -1.62 4.96 -0.3259
C -9.13 -1.06 4.95 -0.6005
C -7.95 -1.82 5.14 0.6233
C -8.15 -3.11 5.64 -0.6499
C -9.46 -3.72 5.60 -0.0860
C -6.54 -1.13 5.02 0.6286
C -5.50 -1.94 4.49 -0.7166
C -4.16 -1.49 4.76 -0.0998
N -3.98 -0.28 5.38 0.0373
C -4.97 0.54 5.70 -0.2881
C -6.28 0.11 5.50 -0.5530
C -2.61 0.06 5.84 -0.9511
H -12.49 -3.36 5.78 0.3797
H -11.65 -4.72 4.99 0.2694
H -12.31 -3.32 4.05 0.3498
H -11.24 -1.08 4.58 0.4039
H -9.23 -0.02 4.68 0.3931
H -7.28 -3.65 5.97 0.5525
H -9.67 -4.76 5.79 0.4079
H -5.78 -2.85 3.99 0.5534
H -3.27 -2.08 4.57 0.4072
H -4.72 1.46 6.22 0.4791
H -7.14 0.63 5.90 0.4511
H -2.03 -0.86 5.84 0.3188
H -2.72 0.24 6.91 0.4487
H -2.15 0.88 5.29 0.3166
C -6.47 -8.18 -4.22 -0.9055
N -5.94 -6.80 -4.34 0.0607
C -6.46 -6.02 -5.32 -0.1235
C -5.83 -4.88 -5.66 -0.7304
C -4.71 -4.41 -4.99 0.7873
C -4.13 -5.30 -4.03 -0.6293
C -4.78 -6.46 -3.68 -0.3107
C -4.03 -3.13 -5.35 0.8501
C -4.79 -1.98 -5.66 -0.6213
C -4.19 -0.77 -5.99 -0.3168
N -2.83 -0.72 -6.09 -0.0138
C -2.00 -1.76 -5.80 -0.1550
C -2.63 -3.02 -5.51 -0.7046
C -2.34 0.57 -6.63 -0.9213
H -5.73 -8.97 -4.36 0.3473
H -7.39 -8.20 -4.79 0.3030
H -6.92 -8.18 -3.23 0.4127
H -7.40 -6.38 -5.71 0.4204
H -6.35 -4.33 -6.43 0.4702
H -3.15 -5.18 -3.58 0.4413
H -4.42 -7.01 -2.82 0.4378
H -5.87 -2.07 -5.66 0.4466
H -4.84 0.00 -6.39 0.4109
H -0.96 -1.53 -5.96 0.4424
H -2.11 -3.97 -5.44 0.5027
H -1.30 0.56 -6.30 0.3133
H -2.94 1.38 -6.23 0.4083
H -2.35 0.53 -7.72 0.3777
C 7.50 7.17 15.49 -0.9726
N 7.33 7.22 14.08 0.0317
C 6.58 8.24 13.67 -0.1751
C 6.23 8.49 12.30 -0.5693
C 6.52 7.52 11.42 1.0496
C 7.42 6.50 11.81 -0.5881
C 7.79 6.35 13.17 -0.3726
C 6.03 7.60 10.03 1.0342
C 5.01 8.45 9.54 -0.6007
C 4.58 8.44 8.20 -0.4160
N 5.15 7.55 7.31 0.0505
C 6.18 6.77 7.68 -0.1012
C 6.66 6.88 8.97 -0.7093
C 4.51 7.41 6.04 -0.9197
H 8.49 6.74 15.65 0.3767
H 6.72 6.50 15.84 0.3621
H 7.63 8.12 16.01 0.4081
H 6.22 8.95 14.40 0.4382
H 5.45 9.22 12.12 0.3042
H 7.62 5.73 11.08 0.3364
H 8.29 5.54 13.67 0.4657
H 4.40 9.03 10.22 0.3222
H 3.82 9.12 7.85 0.4589
H 6.62 6.24 6.84 0.3742
H 7.59 6.32 9.05 0.3685
H 5.18 6.86 5.38 0.2976
H 4.46 8.40 5.59 0.3966
H 3.49 7.06 6.18 0.3494
C -7.76 3.90 -1.08 -1.1763
C -8.92 3.00 -1.45 -0.7272
C -10.05 3.61 -2.26 -0.1433
C -11.02 4.37 -1.39 -1.1717
N -12.25 5.06 -2.05 0.1905
C -13.10 5.71 -0.96 -0.5389
C -14.55 5.96 -1.52 -0.5898
C -14.62 4.96 -2.80 -0.7059
C -13.35 4.10 -2.59 -0.4406
C -11.58 5.94 -3.02 -0.9889
H -8.12 4.73 -0.47 0.3278
H -7.11 4.10 -1.93 0.3241
H -7.22 3.34 -0.33 0.3433
H -9.38 2.78 -0.48 0.2845
H -8.56 2.01 -1.73 0.4619
H -10.60 2.77 -2.68 0.2839
H -9.74 4.22 -3.11 0.3896
H -10.48 5.19 -0.90 0.4315
H -11.40 3.77 -0.57 0.4105
H -12.58 6.66 -0.83 0.3757
H -12.96 5.06 -0.09 0.3513
H -14.64 7.02 -1.79 0.3277
H -15.38 5.78 -0.85 0.3569
H -14.60 5.65 -3.64 0.3256
H -15.59 4.48 -2.66 0.3464
H -12.98 3.60 -3.49 0.4225
H -13.57 3.36 -1.82 0.3523
H -11.24 5.55 -3.98 0.3445
H -10.95 6.73 -2.61 0.3214
H -12.51 6.41 -3.35 0.5110
C 7.57 -0.30 1.44 -1.2069
C 8.54 -1.40 1.39 -0.4183
C 7.78 -2.76 1.39 -0.5598
C 6.77 -2.88 0.16 -0.8317
N 6.12 -4.31 -0.01 0.2420
C 5.05 -4.26 -1.12 -0.6447
C 4.14 -5.47 -0.96 -0.7317
C 4.08 -5.67 0.57 -0.5036
C 5.24 -4.82 1.23 -0.6837
C 7.22 -5.41 -0.23 -0.9636
H 6.75 -0.28 0.72 0.3545
H 8.13 0.61 1.25 0.3568
H 7.00 -0.10 2.34 0.3318
H 9.21 -1.43 2.25 0.3582
H 9.16 -1.51 0.50 0.3292
H 7.16 -2.82 2.29 0.3499
H 8.40 -3.65 1.30 0.3848
H 7.38 -2.78 -0.74 0.2758
H 6.02 -2.10 0.04 0.4410
H 5.52 -4.39 -2.09 0.3756
H 4.41 -3.38 -1.00 0.4592
H 4.49 -6.34 -1.52 0.3476
H 3.16 -5.45 -1.43 0.3804
H 4.24 -6.73 0.80 0.3006
H 3.12 -5.29 0.92 0.3428
H 5.79 -5.33 2.02 0.4156
H 4.74 -3.94 1.65 0.3715
H 6.76 -6.30 -0.66 0.3942
H 7.72 -5.59 0.73 0.4194
H 7.90 -5.02 -0.99 0.3138
C 7.77 -0.55 -7.28 -1.2170
C 7.99 -1.86 -6.56 -0.6622
C 9.36 -2.45 -6.83 -0.4100
C 9.48 -3.15 -8.24 -0.8560
N 10.67 -4.06 -8.65 0.0735
C 10.43 -4.50 -10.08 -0.5959
C 11.83 -4.73 -10.65 -0.5053
C 12.79 -4.15 -9.59 -0.6601
C 11.99 -3.25 -8.77 -0.4314
C 10.66 -5.26 -7.67 -0.8625
H 8.56 0.10 -6.92 0.3127
H 6.84 -0.01 -7.09 0.3740
H 7.93 -0.64 -8.35 0.3009
H 7.42 -2.73 -6.88 0.3409
H 7.75 -1.67 -5.52 0.3472
H 9.26 -3.27 -6.12 0.3030
H 10.26 -1.92 -6.51 0.4081
H 9.41 -2.34 -8.97 0.3983
H 8.60 -3.79 -8.33 0.4605
H 9.85 -5.41 -10.20 0.3079
H 10.09 -3.63 -10.65 0.3617
H 12.15 -5.69 -11.05 0.3546
H 11.73 -4.18 -11.59 0.3205
H 13.32 -4.91 -9.03 0.3393
H 13.57 -3.56 -10.08 0.3984
H 12.32 -3.20 -7.73 0.3666
H 11.81 -2.28 -9.24 0.3762
H 10.67 -4.85 -6.66 0.3014
H 11.52 -5.84 -8.01 0.4141
H 9.67 -5.67 -7.86 0.3407
As 0.59 1.74 -0.57 1.9999
F -0.52 0.43 -1.09 -0.5139
F 1.82 1.12 -1.81 -0.5301
F 1.56 3.13 0.02 -0.4753
F -0.69 2.30 0.55 -0.5018
F 1.23 0.56 0.67 -0.5234
F 0.01 2.74 -1.88 -0.4573